1.
The following is a DFT calculation (ωB97M-V with the def2-TZVPD basis set) of a cluster of 2 separate species, C7H9ClOS in total in a non-equilibrium geometry.

The calculation puts the LUMO energy at -0.43 eV. The value obtained for the HOMO energy is -0.3442 Eh. The spin multiplicity is 1. The calculation puts the total energy at -1205.66887 Ha. As for the total charge: 0. The relative energy (zero: lowest compared OMol25 entry of this formula, charge and spin) is 1.496 eV. The calculation puts the largest force on an atom at 1.90 eV Å⁻¹.

Last column: Löwdin charge in e.
CARTESIAN COORDINATES (ANGSTROEM)
C -0.2871 -2.2577 -1.0679  -0.090
C -0.0834 -2.5695 0.2032  -0.151
C -0.2933 -0.1694 0.8232  -0.152
C -0.5005 0.1430 -0.4470  -0.086
C 1.3256 3.5058 0.8001  -0.296
C -0.6127 -0.8781 -1.5311  -0.175
C -0.1869 -1.5734 1.3002  -0.642
O 0.5415 3.0197 -1.5740  -0.583
S 0.4476 3.9877 -0.4833  0.870
Cl -1.7076 -1.9558 2.2619  0.551
H -0.2116 -3.0179 -1.8330  0.105
H 0.1392 -3.5830 0.5033  0.102
H -0.2276 0.5934 1.5862  0.097
H 1.8940 2.5956 0.8231  0.027
H 1.3306 4.1495 1.6574  0.005
H 0.0381 -0.5979 -2.3662  0.121
H -1.6362 -0.8651 -1.9265  0.127
H 0.6123 -1.6968 2.0365  0.098
H -0.5820 1.1700 -0.7660  0.070

---

2.
The following is a DFT calculation (ωB97M-V with the def2-TZVPD basis set) of the molecule C7H9F in a non-equilibrium geometry.

The calculation puts the LUMO energy at 0.95 eV. The value obtained for the HOMO energy is -0.3199 Eh. The spin multiplicity is 1. The calculation puts the total energy at -371.84048 Ha. As for the total charge: 0. The relative energy (zero: lowest compared OMol25 entry of this formula, charge and spin) is 3.136 eV. The SMILES is CC1=C[C@@H]1/C(C)=C/F. The calculation puts the largest force on an atom at 4.32 eV Å⁻¹.

Last column: Löwdin charge in e.
CARTESIAN COORDINATES (ANGSTROEM)
C 2.6437 -0.2853 -0.5169  -0.046
C 1.5332 0.5463 -0.1055  -0.175
C 0.9058 1.4026 0.6447  0.031
C 0.0432 0.8419 -0.3812  -0.208
C -1.1893 0.0606 0.0037  -0.245
C -1.1785 -1.2163 0.9056  -0.029
C -2.3627 0.3146 -0.4255  -0.197
F -3.4345 -0.4096 -0.1690  0.018
H 2.2836 -0.8614 -1.3106  0.055
H 2.8793 -1.0570 0.2295  0.096
H 3.4655 0.3414 -0.9221  0.100
H 0.9447 2.3362 1.1971  0.107
H -0.1580 1.3276 -1.3143  0.111
H -1.3881 -0.9854 2.0358  0.112
H -0.2320 -1.6919 0.6690  0.056
H -2.1084 -1.8003 0.5084  0.098
H -2.6475 1.1359 -1.0487  0.119

---

3.
The following is a DFT calculation (ωB97M-V with the def2-TZVPD basis set) of the molecule C7H9F2N3 in a non-equilibrium geometry.

The calculation puts the LUMO energy (spin up / spin down) at 0.45 / 0.45 eV. The value obtained for the HOMO energy (spin up / spin down) is -0.2439 / -0.2440 Eh. The spin multiplicity is 1. The calculation puts the total energy at -635.97471 Ha. As for the total charge: 0. The relative energy (zero: lowest compared OMol25 entry of this formula, charge and spin) is 1.910 eV. The calculation puts the largest force on an atom at 2.49 eV Å⁻¹.

Last column: Löwdin charge in e.
CARTESIAN COORDINATES (ANGSTROEM)
C 0.2111 0.0537 -0.1824  -0.177
C 0.8714 -0.4308 0.9791  0.033
C 0.6643 0.4133 -1.5441  -0.123
C -0.4168 1.4469 -2.0708  -0.128
C -2.3696 0.0672 -1.0299  -0.168
C -1.7671 0.7359 -2.2682  -0.305
C -0.1134 -1.7535 2.9015  -0.027
N -1.1877 -0.1144 0.0308  0.012
N -1.3596 -0.5885 1.2289  0.120
N -0.1667 -0.8383 1.7900  -0.193
F -3.4219 0.7466 -0.4449  -0.053
F -1.4655 -0.2865 -3.2210  -0.067
H 1.6430 0.9072 -1.5684  0.113
H 0.7899 -0.4971 -2.1848  0.131
H -0.4907 2.2124 -1.3071  0.115
H -0.2613 1.9064 -3.0458  0.110
H 1.9750 -0.7121 1.1914  0.162
H -2.4483 1.5266 -2.6915  0.152
H -1.1107 -2.1456 3.0266  0.086
H 0.5980 -2.5309 2.6305  0.081
H 0.3716 -1.3440 3.8848  0.124

---

4.
The following is a DFT calculation (ωB97M-V with the def2-TZVPD basis set) of a cluster of 2 separate species, C7H9F3N3O2 in total.

The calculation puts the LUMO energy at -4.77 eV. The value obtained for the HOMO energy is -0.4764 Eh. The spin multiplicity is 1. The calculation puts the total energy at -886.30781 Ha. As for the total charge: +1. The relative energy (zero: lowest compared OMol25 entry of this formula, charge and spin) is 0.000 eV. The calculation puts the largest force on an atom at 0.62 eV Å⁻¹.

Last column: Löwdin charge in e.
CARTESIAN COORDINATES (ANGSTROEM)
O -0.0642 -1.2727 -2.1572  0.115
C 0.9388 -0.8233 -1.3935  -0.241
C 2.2387 -0.7716 -1.8900  0.076
C 3.2375 -0.3218 -1.0764  0.018
N 2.9593 0.0624 0.1776  0.170
C 1.7115 0.0205 0.6813  -0.074
C 1.5532 0.5090 2.1085  -0.568
F 2.1890 -0.3116 2.9533  0.185
F 0.2675 0.5730 2.4364  0.181
F 2.1018 1.7293 2.2165  0.175
C 0.6771 -0.4233 -0.0761  0.127
H -0.5735 -0.5232 -2.5083  0.143
H 2.4417 -1.0860 -2.9002  0.147
H 4.2551 -0.2518 -1.4227  0.154
H 3.7085 0.4095 0.7659  0.194
H -0.3302 -0.4728 0.3076  0.140
C -3.2441 0.3474 -0.2656  -0.681
O -2.8602 0.3288 -1.4263  0.012
N -2.6991 1.1908 0.6697  0.150
N -4.2422 -0.4599 0.1823  0.165
H -3.0147 1.2391 1.6204  0.099
H -2.0022 1.8386 0.3555  0.100
H -4.6662 -1.0793 -0.4835  0.113
H -4.5830 -0.4513 1.1249  0.101

---

5.
The following is a DFT calculation (ωB97M-V with the def2-TZVPD basis set) of the molecule C7H9IOS in a non-equilibrium geometry.

The calculation puts the LUMO energy at 0.46 eV. The value obtained for the HOMO energy is -0.3045 Eh. The spin multiplicity is 1. The calculation puts the total energy at -1043.13210 Ha. As for the total charge: 0. The relative energy (zero: lowest compared OMol25 entry of this formula, charge and spin) is 0.000 eV. The SMILES is COC[C@H]1C=CS/C1=C/I. The calculation puts the largest force on an atom at 3.25 eV Å⁻¹.

Last column: Löwdin charge in e.
CARTESIAN COORDINATES (ANGSTROEM)
C 1.6200 -2.6558 -0.7426  -0.145
O 0.4991 -1.8517 -0.6157  -0.218
C 0.7936 -0.4059 -0.4592  -0.104
C -0.3916 0.2855 0.3833  -0.329
C 0.2630 1.2937 1.2739  -0.196
C 0.2137 2.5129 0.8042  -0.441
S -0.8434 2.6924 -0.5773  0.919
C -1.5306 0.9995 -0.2507  -0.553
C -2.8593 0.9340 -0.2897  -0.650
I -3.9608 -0.7612 0.2767  0.802
H 2.4706 -2.1057 -1.2415  0.095
H 1.2063 -3.4172 -1.3895  0.092
H 2.0802 -2.8640 0.2218  0.083
H 1.7279 -0.2554 0.1611  0.131
H 0.8703 0.0096 -1.4671  0.126
H -0.7053 -0.6235 0.8667  0.117
H 1.1020 1.1085 2.0493  0.148
H 0.7800 3.2097 1.4526  0.093
H -3.3358 1.8947 -0.4562  0.030

---

6.
The following is a DFT calculation (ωB97M-V with the def2-TZVPD basis set) of the ion C7H9N with charge -1 in a non-equilibrium geometry.

The calculation puts the LUMO energy (spin up / spin down) at 4.40 / 4.31 eV. The value obtained for the HOMO energy (spin up / spin down) is 0.0300 / -0.0901 Eh. The spin multiplicity is 2. The calculation puts the total energy at -326.75633 Ha. As for the total charge: -1. The relative energy (zero: lowest compared OMol25 entry of this formula, charge and spin) is 1.898 eV. The calculation puts the largest force on an atom at 6.32 eV Å⁻¹.

Last column: Löwdin charge in e.
CARTESIAN COORDINATES (ANGSTROEM)
C -0.9041 -1.9416 1.9162  -0.229
C -0.9530 -2.3732 0.5782  -0.192
N -0.2749 -1.4005 -0.1507  0.022
C -0.0392 -0.3913 0.7563  -0.342
C -0.4903 -0.6811 2.0616  -0.124
C 0.8481 2.3756 -1.8859  -0.214
C 0.1864 1.2411 -1.1891  -0.334
C 0.3742 0.9103 0.1159  -0.191
H -1.3691 -2.5044 2.6934  0.065
H -1.1914 -3.4225 0.3251  0.061
H 0.0957 -1.2493 -1.0929  0.111
H -0.3432 -0.1325 2.9191  0.058
H 1.7888 1.9323 -2.2443  0.034
H 1.1746 3.1677 -1.1628  0.060
H 0.3288 2.8035 -2.7981  0.058
H -0.2699 0.4581 -1.8787  0.064
H 1.0386 1.2079 1.0366  0.094